Here is 2 unconnected molecules or ions with the total composition C2H4ClOP from OMol25. Energies are from ωB97M-V/def2-TZVPD.

XYZ file:
```
9
Properties=species:S:1:pos:R:3
C -1.803 0.137 -0.412
C -0.668 -0.766 0.070
O -1.199 1.330 0.042
P 0.258 0.585 0.373
Cl 4.318 0.048 0.139
H -2.050 0.342 -1.443
H -2.813 -0.066 -0.019
H -0.317 -1.778 -0.059
H 4.274 0.169 1.308
```

Calculated total energy, Ha: -955.31438
Strongest force on any atom, eV/A: 4.41
ΔE to the lowest compared entry with this formula, charge and spin, kcal/mol: 57.54
HOMO level, eV: -9.1
Kohn-Sham gap, eV: 9.464

=====

Here is 2 unconnected molecules or ions with the total composition C2H4ClOP from OMol25. Energies are from ωB97M-V/def2-TZVPD.

XYZ file:
```
9
Properties=species:S:1:pos:R:3
O -2.131 -1.132 -0.976
P -2.658 -0.604 0.267
Cl -2.947 1.431 -0.071
C 1.651 -0.085 0.629
C 0.958 0.156 -0.421
H 1.113 -0.589 1.524
H 2.632 0.368 0.640
H 1.398 0.730 -1.185
H -0.014 -0.275 -0.407
```

Calculated total energy, Ha: -955.37386
Strongest force on any atom, eV/A: 3.53
ΔE to the lowest compared entry with this formula, charge and spin, kcal/mol: 20.21
HOMO level, eV: -10.4
Kohn-Sham gap, eV: 9.182

=====

Here is 2 unconnected molecules or ions with the total composition C2H4ClOP from OMol25. Energies are from ωB97M-V/def2-TZVPD.

XYZ file:
```
9
Properties=species:S:1:pos:R:3
C -1.586 0.252 -0.161
C 1.387 0.447 0.191
O -2.069 0.788 -1.089
P 0.443 -1.166 -0.055
Cl 0.410 1.688 1.006
H -1.686 0.201 0.843
H 1.453 0.770 -0.867
H 2.346 0.360 0.666
H 0.160 -0.961 1.314
```

Calculated total energy, Ha: -955.28143
Strongest force on any atom, eV/A: 4.98
ΔE to the lowest compared entry with this formula, charge and spin, kcal/mol: 78.21
HOMO level, eV: -8.4
Kohn-Sham gap, eV: 8.649

=====

Here is 2 unconnected molecules or ions with the total composition C2H4ClP from OMol25. Energies are from ωB97M-V/def2-TZVPD.

XYZ file:
```
8
Properties=species:S:1:pos:R:3
C -0.487 -0.423 0.536
C 0.226 -0.077 -0.756
P -1.143 -1.249 -0.988
Cl 0.916 -3.511 -0.373
H -0.103 -1.110 1.175
H -0.995 0.349 1.132
H -0.109 0.942 -1.132
H 1.160 -0.403 -1.081
```

Calculated total energy, Ha: -880.04568
Strongest force on any atom, eV/A: 3.26
ΔE to the lowest compared entry with this formula, charge and spin, kcal/mol: 51.37
HOMO level (spin up / spin down), eV: -9.6 / -9.6
Kohn-Sham gap (spin up / spin down), eV: 6.985 / 6.968

=====

Here is a molecular structure, C2H4CuO2 from OMol25. Energies are from ωB97M-V/def2-TZVPD.

XYZ file:
```
9
Properties=species:S:1:pos:R:3
H 1.165 -0.583 -0.625
O 0.656 0.552 -0.512
C -0.630 0.665 -0.256
C -1.380 -0.252 0.411
H -1.058 1.650 -0.486
H -2.449 -0.083 0.539
H -0.927 -1.181 0.768
O 2.066 -1.333 -0.364
Cu 2.557 0.565 0.525
```

Calculated total energy, Ha: -1869.38600
Expectation value of S²: 0.76
Strongest force on any atom, eV/A: 2.42
ΔE to the lowest compared entry with this formula, charge and spin, kcal/mol: 9.51
HOMO level (spin up / spin down), eV: -8.2 / -8.2
Spin multiplicity: 2
Kohn-Sham gap (spin up / spin down), eV: 6.726 / 6.710

=====

Here is a molecular structure, C2H4EuO2 from OMol25. Energies are from ωB97M-V/def2-TZVPD.

XYZ file:
```
9
Properties=species:S:1:pos:R:3
H -1.112 -1.187 0.080
O 1.539 -0.554 0.008
C 2.410 -1.013 -0.790
C 2.053 -1.376 -2.101
H 3.472 -0.946 -0.516
H 2.790 -1.864 -2.736
H 1.035 -1.181 -2.443
O -1.462 -0.207 0.269
Eu 0.066 1.331 0.320
```

Calculated total energy, Ha: -939.10420
Expectation value of S²: 20.02
Strongest force on any atom, eV/A: 3.64
ΔE to the lowest compared entry with this formula, charge and spin, kcal/mol: 7.54
HOMO level (spin up / spin down), eV: -12.6 / -13.5
Spin multiplicity: 9
Kohn-Sham gap (spin up / spin down), eV: 8.027 / 6.967
Charge: +1

=====

Here is a single C2H4F2N4 molecule from OMol25. Energies are from ωB97M-V/def2-TZVPD.

XYZ file:
```
12
Properties=species:S:1:pos:R:3
F 1.618 0.561 -0.582
C 1.082 0.817 0.580
N 0.476 -0.108 1.207
N 0.053 -1.216 0.725
N -0.330 -1.406 -0.633
N -0.647 -0.260 -1.311
C -1.008 0.794 -0.704
F -1.681 0.864 0.475
H 1.517 1.760 0.959
H -0.608 -1.747 1.313
H 0.427 -1.865 -1.024
H -0.899 1.805 -1.005
```

Calculated total energy, Ha: -497.20251
Strongest force on any atom, eV/A: 3.97
ΔE to the lowest compared entry with this formula, charge and spin, kcal/mol: 33.93
HOMO level, eV: -8.9
Kohn-Sham gap, eV: 9.935

=====

Here is 2 unconnected molecules or ions with the total composition C2H4F2S2 from OMol25. Energies are from ωB97M-V/def2-TZVPD.

XYZ file:
```
10
Properties=species:S:1:pos:R:3
C 0.326 0.216 1.343
C -0.950 -0.237 0.741
F -0.848 -1.265 -0.104
F -1.766 -0.705 1.763
S 1.721 0.127 -2.423
S 0.508 1.471 -1.662
H 0.272 0.825 2.283
H 1.216 -0.004 0.895
H -1.512 0.525 0.156
H 1.032 -0.952 -2.991
```

Calculated total energy, Ha: -1074.60547
Strongest force on any atom, eV/A: 3.01
ΔE to the lowest compared entry with this formula, charge and spin, kcal/mol: 51.77
HOMO level (spin up / spin down), eV: -9.3 / -9.2
Kohn-Sham gap (spin up / spin down), eV: 7.296 / 8.685

=====

Here is 2 unconnected molecules or ions with the total composition C2H4F2Si from OMol25. Energies are from ωB97M-V/def2-TZVPD.

XYZ file:
```
9
Properties=species:S:1:pos:R:3
F -1.567 -1.582 -0.473
Si -2.234 -0.371 0.317
H -1.710 0.048 1.546
H -3.583 -0.914 0.027
H -2.213 0.689 -0.705
C 2.503 1.015 -0.469
C 2.994 0.033 -0.031
F 3.707 -0.860 0.538
H 2.103 1.943 -0.751
```

Calculated total energy, Ha: -567.73006
Strongest force on any atom, eV/A: 3.90
ΔE to the lowest compared entry with this formula, charge and spin, kcal/mol: 121.03
HOMO level, eV: -10.7
Kohn-Sham gap, eV: 11.401

=====

Here is 2 unconnected molecules or ions with the total composition C2H4F2Si from OMol25. Energies are from ωB97M-V/def2-TZVPD.

XYZ file:
```
9
Properties=species:S:1:pos:R:3
C 0.289 -0.479 -0.039
C 1.530 -0.043 0.015
F 2.593 -0.888 -0.043
F 2.024 1.200 0.150
Si -1.395 0.501 -0.019
H 0.485 -2.139 -0.119
H -2.258 -0.344 -0.993
H -1.501 1.811 -0.494
H -1.767 0.382 1.541
```

Calculated total energy, Ha: -567.67877
Strongest force on any atom, eV/A: 4.94
ΔE to the lowest compared entry with this formula, charge and spin, kcal/mol: 153.22
HOMO level, eV: -10.1
Kohn-Sham gap, eV: 10.112

=====

Here is a molecular structure, C2H4F3LiO4S from OMol25. Energies are from ωB97M-V/def2-TZVPD.

XYZ file:
```
15
Properties=species:S:1:pos:R:3
Li -1.093 1.095 2.581
O 0.256 -0.040 1.714
S -0.847 -0.748 0.748
O -2.066 -0.210 1.433
O -0.584 -2.184 0.882
C -1.516 -0.681 -0.993
F -1.614 0.583 -1.384
F -0.757 -1.364 -1.840
F -2.729 -1.225 -1.042
H 1.622 -0.184 0.995
O 1.532 -0.270 -0.263
C 1.884 1.049 -0.660
H 1.055 1.752 -0.482
H 2.659 1.430 0.020
H 2.199 0.996 -1.710
```

Calculated total energy, Ha: -1084.82276
Strongest force on any atom, eV/A: 6.52
ΔE to the lowest compared entry with this formula, charge and spin, kcal/mol: 46.23
HOMO level, eV: -9.3
Kohn-Sham gap, eV: 8.313

=====

Here is a single C2H4F3NO2S molecule from OMol25. Energies are from ωB97M-V/def2-TZVPD.

XYZ file:
```
13
Properties=species:S:1:pos:R:3
C -2.080 -0.004 -0.512
O -0.862 0.628 0.015
S 0.318 -0.218 0.532
N 0.162 -1.637 -0.494
O 0.372 -0.180 1.979
C 1.896 0.851 0.158
F 2.322 0.973 -1.092
F 1.558 2.047 0.556
F 2.923 0.311 0.807
H -2.965 -0.006 0.188
H -1.618 -0.912 -0.822
H -2.446 0.622 -1.321
H 0.420 -2.475 0.006
```

Calculated total energy, Ha: -981.49965
Strongest force on any atom, eV/A: 5.49
ΔE to the lowest compared entry with this formula, charge and spin, kcal/mol: 61.94
HOMO level, eV: -9.8
Kohn-Sham gap, eV: 10.476

=====

Here is 2 unconnected molecules or ions with the total composition C2H4F3NO2S from OMol25. Energies are from ωB97M-V/def2-TZVPD.

XYZ file:
```
13
Properties=species:S:1:pos:R:3
C -1.810 0.212 -0.497
C -0.572 0.333 0.473
N 3.660 -0.166 0.617
O 5.944 0.293 -0.293
O 0.571 -0.050 -0.006
F -2.316 -1.031 -0.450
F -0.998 -0.170 1.687
F -0.515 1.706 0.803
S 4.594 -0.150 -0.564
H -1.550 0.454 -1.502
H -2.626 0.858 -0.114
H 1.398 0.092 0.591
H 4.140 -0.003 1.519
```

Calculated total energy, Ha: -981.59836
Strongest force on any atom, eV/A: 4.06
ΔE to the lowest compared entry with this formula, charge and spin, kcal/mol: 0.00
HOMO level, eV: -11.9
Kohn-Sham gap, eV: 10.732

=====

Here is a molecular structure, C2H4F3NO5S2Tl from OMol25. Energies are from ωB97M-V/def2-TZVPD.

XYZ file:
```
18
Properties=species:S:1:pos:R:3
N 0.283 0.675 -1.295
S -1.273 0.216 -1.470
O -1.264 -1.111 -0.424
O -2.196 1.044 -0.585
S 0.752 1.488 0.008
O 0.030 0.933 1.198
O 0.833 2.938 0.125
C 2.563 1.017 -0.034
F 2.691 -0.281 0.155
F 3.078 1.356 -1.200
F 3.224 1.649 0.916
Tl -1.821 0.120 1.224
O -2.976 -0.230 2.592
H -3.913 -0.403 2.504
C -0.181 -2.118 -0.831
H 0.801 -2.019 -0.360
H -0.648 -3.087 -0.616
H 0.016 -2.188 -1.908
```

Calculated total energy, Ha: -1777.57172
Strongest force on any atom, eV/A: 5.03
ΔE to the lowest compared entry with this formula, charge and spin, kcal/mol: 25.88
HOMO level, eV: -15.2
Kohn-Sham gap, eV: 10.274
Charge: +1

=====

Here is a molecular structure, C2H4F4N7O25S4Zr from OMol25. Energies are from ωB97M-V/def2-TZVPD.

XYZ file:
```
47
Properties=species:S:1:pos:R:3
Zr -0.209 0.351 -0.283
O 1.750 0.398 0.547
C 3.119 0.761 0.751
C 4.131 0.215 -0.288
O 4.419 -1.140 -0.686
H 3.556 0.633 1.742
H 3.042 1.833 0.572
H 5.096 0.602 0.040
H 4.018 0.826 -1.183
N -0.032 0.497 -2.320
S -0.959 0.170 -3.622
O -0.429 -0.902 -4.484
O -1.938 1.104 -4.202
F -1.941 -0.779 -2.735
S 0.835 1.567 -3.431
O 0.253 2.901 -3.619
O 1.659 1.014 -4.502
F 1.898 1.971 -2.366
N -0.322 -2.382 4.215
S -1.892 -2.628 3.648
O -2.257 -3.762 2.811
O -2.612 -1.370 3.416
F -2.525 -3.091 5.050
S 0.378 -2.520 2.986
O 0.074 -1.624 1.894
O 0.758 -3.892 2.569
F 1.815 -1.838 3.436
N -1.490 1.462 2.690
O -2.715 1.582 2.568
O -0.987 1.743 3.785
O -0.873 0.859 1.804
N 0.585 3.679 0.040
O 1.591 4.222 -0.446
O 0.186 2.534 -0.203
O 0.062 4.328 0.938
N 1.219 -2.612 -1.864
O 0.810 -1.791 -1.052
O 0.462 -3.117 -2.668
O 2.415 -2.948 -1.880
N -3.034 2.317 -0.982
O -2.717 3.410 -0.473
O -4.013 2.240 -1.609
O -2.303 1.358 -0.767
N -2.754 -2.019 0.049
O -2.404 -3.125 -0.327
O -1.847 -1.181 0.019
O -3.877 -1.857 0.421
```

Calculated total energy, Ha: -4381.32436
Expectation value of S²: 0.75
Strongest force on any atom, eV/A: 14.25
HOMO level (spin up / spin down), eV: 1.4 / 1.4
Spin multiplicity: 2
Kohn-Sham gap (spin up / spin down), eV: 5.969 / 5.965
Charge: -4

=====

Here is a molecular structure, C2H4F4Si2 from OMol25. Energies are from ωB97M-V/def2-TZVPD.

XYZ file:
```
12
Properties=species:S:1:pos:R:3
C -0.985 -0.101 -1.490
C 0.616 0.461 0.993
F -1.797 -0.895 1.256
F -2.157 1.410 0.925
F 2.036 -1.817 0.016
F 2.929 0.311 -0.961
Si -1.211 0.278 0.332
Si 1.583 -0.323 -0.390
H -0.998 -1.225 -1.675
H -1.395 0.603 -2.250
H 0.816 1.377 1.349
H 0.563 -0.079 1.894
```

Calculated total energy, Ha: -1057.23902
Strongest force on any atom, eV/A: 3.97
ΔE to the lowest compared entry with this formula, charge and spin, kcal/mol: 0.00
HOMO level (spin up / spin down), eV: -9.2 / -9.2
Kohn-Sham gap (spin up / spin down), eV: 8.205 / 8.206

=====

Here is a single C2H4FIO molecule from OMol25. Energies are from ωB97M-V/def2-TZVPD.

XYZ file:
```
9
Properties=species:S:1:pos:R:3
C 1.154 0.337 0.293
O -0.211 0.647 0.453
C -1.029 -0.183 -0.343
F -0.801 -1.482 0.058
I -3.058 0.376 -0.110
H 1.330 -0.694 0.519
H 1.662 0.674 1.164
H 1.530 0.621 -0.704
H -0.578 -0.296 -1.331
```

Calculated total energy, Ha: -551.35963
Strongest force on any atom, eV/A: 2.57
ΔE to the lowest compared entry with this formula, charge and spin, kcal/mol: 11.65
HOMO level, eV: -10.0
Kohn-Sham gap, eV: 10.387

=====

Here is 2 unconnected molecules or ions with the total composition C2H4FN from OMol25. Energies are from ωB97M-V/def2-TZVPD.

XYZ file:
```
8
Properties=species:S:1:pos:R:3
C 1.253 0.323 -0.021
C -0.971 -0.487 -0.022
N 0.457 -0.588 -0.137
F 2.603 0.271 0.016
H 1.032 1.933 0.031
H -1.301 -0.587 0.972
H -1.498 -1.236 -0.557
H -1.576 0.371 -0.281
```

Calculated total energy, Ha: -233.11499
Strongest force on any atom, eV/A: 5.60
ΔE to the lowest compared entry with this formula, charge and spin, kcal/mol: 60.36
HOMO level, eV: -10.2
Kohn-Sham gap, eV: 11.197

=====

Here is 2 unconnected molecules or ions with the total composition C2H4FN from OMol25. Energies are from ωB97M-V/def2-TZVPD.

XYZ file:
```
8
Properties=species:S:1:pos:R:3
C -0.798 -0.510 1.234
C 0.746 1.110 0.155
N -0.171 0.273 0.547
F -1.942 -1.035 0.812
H 0.010 -1.456 -1.319
H 0.806 1.995 0.785
H 1.596 0.698 -0.348
H -0.246 -1.075 -1.865
```

Calculated total energy, Ha: -233.06948
Strongest force on any atom, eV/A: 3.75
ΔE to the lowest compared entry with this formula, charge and spin, kcal/mol: 88.92
HOMO level (spin up / spin down), eV: -8.8 / -8.8
Kohn-Sham gap (spin up / spin down), eV: 8.550 / 8.550

=====

Here is a molecular structure, C2H4FNO from OMol25. Energies are from ωB97M-V/def2-TZVPD.

XYZ file:
```
9
Properties=species:S:1:pos:R:3
C 0.601 -0.389 0.678
C 1.065 0.525 -0.293
N -1.186 0.248 0.610
O -1.714 0.371 -0.421
F -2.291 -1.042 -1.333
H 0.285 -1.376 0.260
H 0.971 -0.215 1.755
H 1.661 1.318 -0.027
H 0.608 0.561 -1.229
```

Calculated total energy, Ha: -308.21127
Strongest force on any atom, eV/A: 5.03
ΔE to the lowest compared entry with this formula, charge and spin, kcal/mol: 170.45
HOMO level (spin up / spin down), eV: -10.1 / -9.9
Kohn-Sham gap (spin up / spin down), eV: 8.448 / 8.198